This record from OMol25 describes 2 unconnected molecules or ions with the total composition CH4SSi in a non-equilibrium geometry. The level of theory is wB97M-V/def2-TZVPD.

Positions of all 7 atoms, in Å:
S -3.26680 -0.33135 0.00270
Si 1.13207 -0.08253 -0.01901
C -2.27856 0.82833 0.04289
H 1.67892 -0.32240 -1.29997
H 1.71257 1.14943 0.43495
H -0.31789 0.00260 -0.05684
H 1.33970 -1.24408 0.89530

## Properties
Energy relative to the best compared isomer or geometry (same formula, charge and spin): 63.9 kcal/mol
Net charge: 0
2S+1: 1
HOMO energy: -10.59 eV
Maximum force: 1.4 eV/Å
Total energy: -19811.199 eV
LUMO level: -0.08 eV
HOMO-LUMO gap: 10.51 eV